# 1
C4H6NO4S2 | ωB97M-V with the def2-TZVPD basis set

As for the expectation value of S²: 2.01. As for the spin multiplicity: 3. As for the HOMO energy (spin up / spin down): -0.4134 / -0.5769 hartree. The HOMO-LUMO gap (spin up / spin down) comes out at 7.008 / 7.555 eV. The net charge is +1. Its maximum force is 5.70 eV/Å.

```
17
C4H6NO4S2 ωB97M-V with the def2-TZVPD basis set
C 0.717 0.956 1.215
C -0.341 0.569 2.026
C 0.183 -0.958 0.034
C 1.980 0.566 -0.919
N 1.051 0.181 0.148
O -2.961 -1.820 -1.607
O -2.309 -0.649 0.446
O -0.567 -1.060 -1.081
O -2.375 0.649 -1.606
S -1.097 -0.889 1.472
S -2.200 -0.671 -1.135
H 1.396 1.859 1.485
H -0.714 0.927 2.917
H 0.750 -1.904 0.220
H 1.352 1.014 -1.833
H 2.624 1.469 -0.564
H 2.511 -0.242 -1.219
```

# 2
C9H14FN2O4P | ωB97M-V with the def2-TZVPD basis set

As for the HOMO energy: -0.3192 hartree. The HOMO-LUMO gap comes out at 7.982 eV. Its maximum force is 11.32 eV/Å.

```
31
C9H14FN2O4P ωB97M-V with the def2-TZVPD basis set
C -3.135 -1.428 0.382
C -2.577 -0.006 -0.219
C -1.651 0.862 0.843
N -0.954 1.936 -0.016
C 0.550 1.784 0.023
N 1.271 3.015 -0.566
C 0.523 3.582 -1.568
O -0.387 3.942 -2.510
O 1.154 1.775 1.397
C 2.528 1.282 1.084
O 3.397 1.306 2.100
O 2.668 0.798 -0.313
C 1.286 0.570 -0.795
F 1.394 0.616 -2.272
P 0.807 -1.250 -0.475
C 1.106 -1.796 1.330
C 1.856 -2.439 -1.570
H -2.925 -2.255 -0.448
H -4.304 -1.332 0.461
H -2.624 -1.781 1.376
H -1.861 -0.289 -1.129
H -3.429 0.711 -0.611
H -0.900 0.165 1.408
H -2.301 1.405 1.684
H -1.154 2.828 0.529
H 1.142 -0.923 2.109
H 0.257 -2.540 1.713
H 2.120 -2.409 1.442
H 2.465 -3.175 -0.855
H 1.126 -3.113 -2.230
H 2.552 -1.843 -2.305
```

# 3
C4H11NO2 | ωB97M-V with the def2-TZVPD basis set

As for the HOMO energy: -0.3467 hartree. The calculation puts the energy above the lowest of the compared OMol25 structures with the same formula, charge and spin at 158.87 kJ/mol. The HOMO-LUMO gap comes out at 9.907 eV. Its maximum force is 4.47 eV/Å.

```
18
C4H11NO2 ωB97M-V with the def2-TZVPD basis set
C 0.356 -1.706 -1.644
C -0.376 -1.268 -0.424
C 0.491 -0.354 0.414
C -0.235 0.331 1.548
N -1.295 1.104 1.078
O 0.205 0.413 2.726
H 1.304 -2.101 -1.441
H -0.213 -2.473 -2.183
H 0.377 -0.811 -2.229
H -0.470 -2.205 0.050
H -1.264 -0.798 -0.551
H 1.069 0.510 -0.374
H 1.264 -0.845 0.828
H -1.741 0.758 0.241
H -1.907 1.577 1.730
O 0.748 1.324 -2.357
H 0.133 1.617 -3.001
H 1.468 1.130 -2.924
```

# 4
C16H17NO | ωB97M-V with the def2-TZVPD basis set

As for the HOMO energy: -0.2842 hartree. The calculation puts the energy above the lowest of the compared OMol25 structures with the same formula, charge and spin at 119.29 kJ/mol. The HOMO-LUMO gap comes out at 8.495 eV. Its maximum force is 3.50 eV/Å.

```
35
C16H17NO ωB97M-V with the def2-TZVPD basis set
C 1.955 -2.221 -3.296
C 2.180 -1.475 -2.048
C 2.597 -2.041 -0.849
N 2.636 -0.991 0.091
C 2.424 0.206 -0.488
C 2.261 1.520 0.000
C 2.075 2.539 -0.907
C 1.952 2.267 -2.312
C 1.765 0.983 -2.728
C 2.156 -0.043 -1.842
H 2.802 -2.133 -3.991
H 1.036 -1.883 -3.799
H 1.862 -3.314 -3.195
H 2.727 -3.083 -0.692
H 2.609 -1.196 1.075
H 2.246 1.780 1.050
H 2.179 3.598 -0.659
H 1.874 3.111 -2.958
H 1.623 0.801 -3.797
C -4.246 -1.541 1.228
C -3.199 -0.538 1.565
C -2.115 -1.006 2.398
C -1.114 -0.120 2.721
C -1.307 1.256 2.510
O -0.205 1.968 2.899
C -2.464 1.792 1.937
C -3.350 0.812 1.431
H -4.233 -1.986 0.250
H -5.257 -1.171 1.382
H -4.273 -2.423 1.869
H -1.949 -2.069 2.486
H -0.140 -0.415 3.100
H -0.410 2.905 3.020
H -2.537 2.843 1.704
H -4.161 1.265 0.844
```

# 5
C20H25NO3S | ωB97M-V with the def2-TZVPD basis set

As for the HOMO energy: -0.3067 hartree. The calculation puts the energy above the lowest of the compared OMol25 structures with the same formula, charge and spin at 124.93 kJ/mol. The HOMO-LUMO gap comes out at 8.610 eV. Its maximum force is 1.04 eV/Å.

```
50
C20H25NO3S ωB97M-V with the def2-TZVPD basis set
C 0.718 4.536 -2.825
C 0.376 3.688 -1.611
O 1.383 2.701 -1.482
C 1.310 1.807 -0.472
C 0.308 1.767 0.473
C 0.315 0.777 1.462
C 1.309 -0.156 1.513
S 1.182 -1.427 2.755
O 2.390 -1.566 3.514
O -0.029 -1.221 3.506
N 1.089 -2.822 1.809
C 0.075 -2.844 0.779
C -1.383 -2.902 1.291
C -2.218 -1.810 0.681
C -2.650 -0.786 1.402
C -3.424 0.369 0.843
C -3.299 0.429 -0.676
C -3.569 -0.954 -1.256
C -2.485 -1.926 -0.796
C 2.374 -0.145 0.588
C 3.428 -1.078 0.631
C 4.435 -1.027 -0.296
C 4.431 -0.050 -1.301
C 3.421 0.871 -1.364
C 2.372 0.850 -0.425
H 0.754 3.914 -3.715
H 1.689 5.004 -2.689
H -0.034 5.308 -2.960
H -0.604 3.208 -1.745
H 0.343 4.311 -0.708
H -0.496 2.484 0.467
H -0.472 0.730 2.195
H 1.068 -3.630 2.416
H 0.294 -3.691 0.124
H 0.227 -1.927 0.205
H -1.372 -2.774 2.373
H -1.817 -3.879 1.063
H -2.444 -0.756 2.463
H -3.067 1.299 1.293
H -4.478 0.264 1.123
H -2.285 0.738 -0.945
H -3.999 1.160 -1.085
H -3.595 -0.915 -2.347
H -4.543 -1.302 -0.907
H -2.778 -2.952 -1.032
H -1.558 -1.725 -1.344
H 3.424 -1.814 1.417
H 5.243 -1.742 -0.255
H 5.233 -0.025 -2.023
H 3.409 1.632 -2.128
```

# 6
C6H12 | ωB97M-V with the def2-TZVPD basis set

As for the HOMO energy: -0.2856 hartree. The calculation puts the energy above the lowest of the compared OMol25 structures with the same formula, charge and spin at 545.44 kJ/mol. The HOMO-LUMO gap comes out at 8.961 eV. Its maximum force is 3.99 eV/Å.

```
18
C6H12 ωB97M-V with the def2-TZVPD basis set
C 1.058 -1.818 0.123
C 0.814 -0.911 1.322
C -0.513 -0.236 1.431
C -0.568 1.234 -0.121
C -1.590 1.368 -1.149
C 0.241 1.065 -1.343
H 0.847 -1.186 -0.731
H 0.493 -2.759 0.025
H 2.125 -2.054 0.108
H 1.124 -1.441 2.266
H 1.530 0.182 0.985
H -0.663 0.137 2.465
H -1.388 -0.609 0.941
H -0.339 2.182 0.359
H -1.995 0.496 -1.662
H -2.231 2.268 -1.265
H 0.849 1.877 -1.744
H 0.206 0.204 -2.008
```

- What is the maximum force in the sixth record?
  3.99 eV/Å

- What is the formula in the second record?
  C9H14FN2O4P